{
  "formula": "C11H30N2O6P",
  "method": "the ωB97M-V functional and the def2-TZVPD basis",
  "species": ["N", "P", "O", "N", "C", "C", "O", "O", "H", "H", "H", "H", "H", "H", "C", "C", "C", "O", "H", "H", "H", "H", "H", "H", "H", "H", "C", "C", "C", "O", "H", "H", "H", "H", "H", "H", "H", "H", "C", "C", "C", "O", "H", "H", "H", "H", "H", "H", "H", "H"],
  "positions_angstrom": [[-0.585, 0.216, 0.006], [-1.879, 0.983, -0.931], [-1.395, 2.583, -1.342], [-3.300, 1.108, 0.098], [-4.434, 0.613, -0.772], [-4.057, -0.863, -1.210], [-3.697, -1.718, -0.367], [-4.081, -1.164, -2.471], [-0.764, -0.791, -0.115], [0.254, 0.417, -0.556], [-1.093, 2.479, -2.260], [-3.194, 0.472, 0.899], [-4.373, 1.228, -1.710], [-5.420, 0.690, -0.258], [4.662, 0.411, 1.441], [3.346, -0.041, 0.829], [3.224, -1.557, 0.832], [3.256, 0.439, -0.514], [5.512, 0.021, 0.870], [4.740, 1.500, 1.422], [4.752, 0.072, 2.475], [2.513, 0.395, 1.385], [4.025, -2.013, 0.241], [2.280, -1.866, 0.380], [3.272, -1.954, 1.848], [3.987, 0.059, -1.014], [5.801, -0.745, 6.515], [5.642, 0.421, 5.551], [5.286, 1.702, 6.289], [4.620, 0.118, 4.603], [4.868, -0.935, 7.053], [6.046, -1.660, 5.971], [6.591, -0.550, 7.244], [6.568, 0.564, 4.991], [4.336, 1.594, 6.820], [5.164, 2.528, 5.585], [6.060, 1.971, 7.011], [3.795, -0.011, 5.085], [-6.940, -0.925, -6.862], [-6.069, 0.003, -6.025], [-4.788, -0.689, -5.589], [-6.796, 0.429, -4.876], [-7.232, -1.808, -6.285], [-7.863, -0.421, -7.160], [-6.415, -1.255, -7.762], [-5.827, 0.898, -6.603], [-5.007, -1.563, -4.970], [-4.178, -0.020, -4.981], [-4.200, -1.012, -6.453], [-7.013, -0.355, -4.355]],
  "homo_energy_ev": -3.9,
  "total_charge": -1,
  "e_lumo_ev": 2.14,
  "orbital_gap_ev": 5.99,
  "relative_energy_kj_mol": 0.0
}